No. 1
{"formula": "C35H24BrClF6INO4PRuS2", "method": "the ωB97M-V functional and the def2-TZVPD basis", "elements": ["Ru", "F", "C", "F", "F", "S", "O", "O", "N", "S", "O", "O", "C", "F", "F", "F", "Br", "C", "C", "C", "C", "C", "C", "C", "C", "C", "C", "H", "H", "H", "H", "H", "H", "I", "C", "C", "C", "C", "C", "C", "C", "C", "C", "P", "C", "C", "C", "C", "C", "C", "C", "C", "C", "C", "C", "C", "C", "H", "H", "H", "H", "H", "H", "H", "H", "H", "H", "H", "H", "H", "H", "H", "H", "Cl", "C", "H", "H"], "positions_angstrom": [[-0.05625, -0.16232, 0.69151], [-1.95263, 0.08639, 5.58299], [-1.16890, -0.96161, 5.31749], [-1.89123, -1.88877, 4.69116], [-0.71834, -1.46180, 6.46248], [0.23317, -0.41244, 4.26115], [-0.40069, 0.01572, 3.02299], [0.88998, 0.60994, 5.01119], [1.03720, -1.74227, 4.16092], [1.63282, -2.34721, 2.84002], [0.71409, -2.35038, 1.71965], [2.98343, -1.93696, 2.59469], [1.72579, -4.11299, 3.35471], [2.42279, -4.24901, 4.47585], [2.32912, -4.79768, 2.38270], [0.50532, -4.60853, 3.53708], [-2.21556, -1.85435, 0.36735], [-3.21152, -0.82354, 1.63187], [-3.97210, -1.46726, 2.56299], [-4.41314, -0.75034, 3.69109], [-3.96180, 0.52216, 3.90794], [-3.14801, 1.17495, 2.95500], [-2.49924, 2.41052, 3.24746], [-1.63864, 2.97226, 2.35782], [-1.54147, 2.43613, 1.05092], [-2.18405, 1.27430, 0.69103], [-2.87912, 0.54193, 1.72608], [-4.16916, -2.52683, 2.47574], [-5.02883, -1.24897, 4.42724], [-4.18922, 1.03453, 4.83433], [-2.66575, 2.85868, 4.21934], [-1.09269, 3.87245, 2.60661], [-1.05798, 3.02369, 0.27731], [1.94633, 1.43246, 1.29305], [2.01645, 2.77197, -0.30655], [2.17454, 4.08461, 0.03631], [2.48491, 5.05142, -0.94034], [2.71166, 4.64942, -2.22011], [2.55970, 3.29112, -2.59786], [2.89964, 2.89927, -3.91388], [2.80533, 1.59418, -4.28986], [2.24488, 0.66281, -3.39904], [1.84361, 0.99160, -2.12596], [0.70549, -0.28620, -1.37558], [1.72026, -1.79325, -1.64701], [2.78685, -1.95924, -0.76597], [3.63549, -3.04765, -0.87387], [3.43050, -3.98957, -1.87269], [2.38436, -3.82512, -2.76732], [1.53684, -2.72989, -2.66067], [-0.53781, -0.35608, -2.72724], [-0.81245, 0.74560, -3.53611], [-1.88005, 0.72837, -4.42155], [-2.68373, -0.39748, -4.52560], [-2.41102, -1.50790, -3.73992], [-1.35117, -1.48258, -2.84562], [2.11053, 2.32020, -1.65734], [2.10248, 4.38489, 1.07372], [2.59418, 6.08751, -0.65056], [3.02728, 5.35690, -2.97680], [3.26020, 3.65639, -4.59933], [3.09986, 1.27560, -5.28078], [2.07049, -0.34061, -3.76648], [2.95898, -1.23895, 0.02016], [4.44592, -3.15986, -0.16572], [4.08545, -4.84748, -1.95458], [2.22364, -4.54945, -3.55573], [0.73967, -2.61413, -3.38378], [-0.20043, 1.63754, -3.47096], [-2.08519, 1.60119, -5.02775], [-3.51786, -0.40918, -5.21468], [-3.02734, -2.39448, -3.81503], [-1.16170, -2.35499, -2.23241], [-4.17915, 1.96795, -1.00060], [-2.58091, 1.14837, -0.75180], [-1.87423, 1.67342, -1.38304], [-2.71986, 0.14093, -1.11985]], "forces_ev_per_angstrom": [[0.09, 0.06, 0.47], [0.26, -0.07, 0.23], [0.06, -0.01, -0.02], [0.13, -0.04, 0.08], [-0.04, 0.01, -0.02], [0.08, 0.03, 0.08], [-0.10, -0.26, -0.23], [-0.02, -0.03, 0.01], [-0.02, 0.08, -0.03], [-0.03, -0.05, -0.03], [0.11, 0.01, -0.04], [0.02, 0.04, -0.10], [0.00, 0.04, -0.03], [0.02, 0.00, 0.00], [-0.02, 0.01, 0.01], [-0.02, -0.01, 0.02], [0.06, 0.03, 0.15], [-0.05, 0.00, 0.03], [0.00, 0.02, -0.05], [-0.10, 0.13, -0.06], [-0.24, -0.01, -0.18], [-0.04, 0.05, -0.05], [-0.04, -0.04, 0.02], [0.02, -0.04, -0.04], [-0.02, 0.05, 0.02], [-0.27, 0.26, 0.03], [0.08, 0.01, -0.03], [0.00, 0.00, 0.00], [0.01, 0.00, 0.01], [-0.02, -0.01, -0.04], [0.01, 0.01, 0.00], [-0.02, 0.01, 0.01], [0.01, -0.02, -0.01], [0.01, -0.13, -0.10], [-0.07, 0.00, -0.03], [-0.01, 0.02, 0.05], [0.01, -0.01, -0.05], [-0.01, 0.00, 0.04], [0.01, 0.03, -0.01], [-0.01, -0.04, 0.01], [0.00, 0.03, 0.01], [0.06, -0.01, 0.01], [-0.02, -0.05, -0.04], [0.17, -0.07, -0.29], [0.07, 0.09, -0.02], [0.01, -0.11, 0.04], [-0.02, 0.00, 0.01], [0.01, -0.01, 0.00], [0.01, 0.00, 0.01], [-0.03, 0.00, -0.05], [-0.01, 0.00, 0.02], [-0.03, 0.02, -0.01], [-0.01, -0.01, -0.01], [0.01, 0.01, 0.00], [0.01, 0.00, 0.00], [-0.06, 0.01, 0.03], [-0.05, -0.06, 0.08], [0.00, -0.02, 0.00], [0.00, 0.01, -0.01], [0.00, 0.01, 0.00], [0.00, -0.01, -0.01], [0.01, 0.01, 0.00], [-0.01, -0.02, 0.02], [-0.02, 0.04, 0.12], [0.01, -0.01, 0.00], [0.00, 0.00, 0.00], [0.00, 0.00, 0.00], [0.06, 0.00, 0.02], [-0.04, -0.02, 0.01], [0.00, 0.00, 0.00], [0.00, 0.00, 0.00], [0.00, 0.00, 0.00], [0.00, 0.02, 0.00], [0.00, -0.01, -0.01], [0.04, -0.05, -0.02], [0.00, 0.02, -0.01], [0.01, 0.06, -0.02]], "lowdin_spin": [0.90, 0.00, 0.00, 0.00, 0.00, 0.00, 0.00, 0.00, 0.00, 0.00, 0.03, 0.00, 0.00, 0.00, 0.00, 0.00, 0.01, 0.00, 0.00, 0.00, 0.00, 0.00, 0.03, 0.00, 0.04, -0.01, 0.01, 0.00, 0.00, 0.00, 0.00, 0.00, 0.00, 0.00, 0.00, 0.00, 0.00, 0.00, 0.00, 0.00, 0.00, 0.00, 0.00, -0.02, 0.00, 0.00, 0.00, 0.00, 0.00, 0.00, 0.00, 0.00, 0.00, 0.00, 0.00, 0.00, 0.00, 0.00, 0.00, 0.00, 0.00, 0.00, 0.00, 0.00, 0.00, 0.00, 0.00, 0.00, 0.00, 0.00, 0.00, 0.00, 0.00, 0.00, 0.00, 0.00, 0.00], "charge": 0, "spin_multiplicity": 2, "orbital_gap_ev": [6.9, 7.5], "energy_ha": -6867.5564}

---

No. 2
{"formula": "C35H24Cl5NO2PtTe", "method": "the ωB97M-V functional and the def2-TZVPD basis", "elements": ["Pt", "Cl", "C", "C", "C", "Cl", "C", "Cl", "C", "Cl", "C", "Cl", "C", "C", "C", "C", "C", "O", "C", "C", "C", "C", "C", "C", "C", "O", "C", "C", "C", "N", "C", "C", "Te", "C", "C", "C", "C", "C", "C", "C", "C", "C", "C", "C", "C", "H", "H", "H", "H", "H", "H", "H", "H", "H", "H", "H", "H", "H", "H", "H", "H", "H", "H", "H", "H", "H", "H", "H", "H"], "positions_angstrom": [[-0.22907, -1.31872, -1.46949], [-2.24779, -3.48361, -1.78242], [-0.61714, -4.07241, -2.01140], [0.41518, -3.15948, -1.83140], [1.69839, -3.67620, -1.97846], [3.07434, -2.64175, -1.68870], [1.94691, -5.00172, -2.32745], [3.56097, -5.58006, -2.50714], [0.88004, -5.87568, -2.52524], [1.16194, -7.51700, -2.96291], [-0.42097, -5.40245, -2.35681], [-1.75661, -6.46675, -2.57724], [-2.72097, 2.57880, 4.09268], [-2.06895, 1.62086, 3.13847], [-1.57065, 0.38899, 3.57737], [-0.94875, -0.50122, 2.73329], [-0.55317, -1.83268, 3.29870], [-1.23349, -2.33485, 4.17044], [0.68613, -2.53053, 2.82594], [0.74294, -3.91323, 2.88108], [1.89531, -4.57600, 2.48181], [3.00058, -3.85454, 2.06173], [2.95753, -2.46424, 2.03802], [1.79935, -1.80549, 2.40828], [-0.80927, -0.20667, 1.34885], [-0.15177, -1.02958, 0.61064], [-1.37226, 1.01567, 0.86837], [-1.97013, 1.89406, 1.79204], [-1.47303, 1.35465, -0.55118], [-1.23085, 0.52038, -1.50613], [-1.48287, 0.83970, -2.92569], [-0.21077, 1.27304, -3.61800], [1.25640, -0.16936, -3.08522], [2.11128, 1.08176, -1.61740], [2.56093, 0.51393, -0.42852], [3.15587, 1.32042, 0.53205], [3.29232, 2.68362, 0.31920], [2.84654, 3.24341, -0.86565], [2.26379, 2.44477, -1.84133], [-1.96391, 2.72834, -0.87993], [-3.27292, 2.95322, -1.29042], [-3.69520, 4.23771, -1.59468], [-2.80971, 5.30252, -1.49511], [-1.50648, 5.08049, -1.07491], [-1.08433, 3.79754, -0.75941], [-2.78642, 2.14459, 5.08977], [-3.73446, 2.83970, 3.78356], [-2.16059, 3.51178, 4.18022], [-1.67680, 0.10863, 4.61955], [-0.12368, -4.46061, 3.22673], [1.93066, -5.65679, 2.50445], [3.89781, -4.37300, 1.75070], [3.82906, -1.90653, 1.71933], [1.74809, -0.72430, 2.37174], [-2.40449, 2.81714, 1.42865], [-2.28745, 1.56329, -3.06629], [-1.81060, -0.09992, -3.37391], [0.13984, 2.24514, -3.27944], [-0.31981, 1.30761, -4.69982], [2.40910, -0.53322, -0.22528], [3.50077, 0.87710, 1.45714], [3.74281, 3.30740, 1.07941], [2.95820, 4.30529, -1.04330], [1.95747, 2.90417, -2.77159], [-3.96386, 2.12149, -1.35116], [-4.71699, 4.40670, -1.90642], [-3.13923, 6.30391, -1.73529], [-0.81950, 5.91085, -0.98010], [-0.07562, 3.61999, -0.40538]], "forces_ev_per_angstrom": [[-0.15, 0.89, -0.18], [0.14, 0.01, -0.01], [-0.23, -0.30, -0.08], [0.34, -0.29, 0.46], [0.21, 0.01, 0.09], [-0.12, -0.05, -0.08], [0.00, -0.12, -0.01], [-0.05, 0.02, 0.01], [0.01, 0.08, 0.02], [-0.02, 0.06, 0.02], [0.00, -0.09, -0.01], [0.02, 0.06, 0.02], [-0.07, 0.13, 0.14], [0.07, -0.21, -0.07], [-0.06, 0.19, 0.09], [0.00, -0.08, -0.03], [0.09, -0.04, -0.05], [-0.02, -0.01, 0.02], [-0.01, 0.29, 0.11], [0.00, -0.08, -0.04], [-0.04, -0.04, 0.01], [0.02, 0.04, -0.03], [-0.01, -0.06, 0.01], [0.04, -0.04, 0.03], [0.20, 0.06, -0.32], [-0.38, -0.77, 0.38], [-0.06, 0.09, -0.12], [-0.03, 0.04, 0.08], [-0.25, -0.14, 0.42], [0.14, -0.04, -0.21], [-0.38, 0.05, 0.04], [-0.08, 0.18, -0.10], [0.56, -0.11, -0.89], [0.16, -0.01, 0.23], [-0.10, 0.31, 0.07], [-0.06, -0.07, -0.03], [0.03, 0.01, 0.10], [-0.02, 0.06, -0.09], [0.19, -0.06, 0.01], [0.00, 0.05, -0.09], [0.00, 0.00, 0.09], [0.01, 0.02, 0.00], [-0.01, -0.03, 0.00], [-0.01, 0.04, 0.01], [0.02, -0.03, -0.05], [0.00, -0.01, 0.00], [-0.01, -0.02, -0.05], [0.03, 0.00, -0.02], [-0.01, -0.02, 0.00], [-0.01, 0.00, 0.01], [0.00, -0.03, -0.01], [0.03, -0.01, -0.01], [0.01, 0.04, -0.01], [-0.01, 0.00, 0.01], [0.03, 0.01, 0.01], [0.14, 0.09, 0.12], [-0.11, 0.08, 0.00], [-0.10, 0.01, 0.05], [-0.05, -0.09, -0.02], [-0.03, -0.12, 0.01], [0.00, 0.00, 0.03], [0.02, 0.02, 0.00], [0.00, 0.01, 0.00], [0.00, -0.01, -0.03], [-0.02, -0.02, -0.02], [-0.02, 0.01, -0.01], [-0.01, 0.03, 0.00], [0.02, 0.01, 0.00], [0.02, 0.00, -0.02]], "lowdin_charge": [0.83, 0.67, -0.69, -0.45, -0.68, 0.66, -0.70, 0.68, -0.71, 0.68, -0.71, 0.68, -0.05, -0.26, 0.04, -0.07, -0.29, 0.10, -0.15, -0.01, -0.07, -0.09, -0.09, -0.04, -0.29, -0.21, -0.06, 0.02, -0.17, -0.11, -0.32, -0.42, 1.47, -0.49, -0.15, -0.07, -0.08, -0.09, -0.15, -0.21, -0.04, -0.07, -0.08, -0.07, -0.02, 0.07, 0.08, 0.08, 0.13, 0.12, 0.10, 0.10, 0.10, 0.11, 0.12, 0.11, 0.10, 0.04, 0.06, 0.03, 0.10, 0.11, 0.11, 0.09, 0.13, 0.11, 0.10, 0.11, 0.12], "charge": 0, "orbital_gap_ev": 7.5, "energy_ha": -4241.6693}

---

No. 3
{"formula": "C35H25Cl2F5N8O9Yb", "method": "the ωB97M-V functional and the def2-TZVPD basis", "elements": ["Yb", "Cl", "C", "C", "C", "N", "C", "O", "C", "C", "C", "C", "C", "N", "C", "C", "C", "Cl", "N", "C", "O", "C", "C", "C", "C", "C", "N", "H", "H", "H", "H", "H", "H", "H", "H", "H", "H", "F", "C", "C", "F", "C", "F", "C", "O", "C", "F", "C", "F", "C", "C", "C", "C", "N", "N", "H", "H", "H", "H", "H", "H", "H", "H", "H", "H", "H", "H", "O", "C", "O", "C", "C", "C", "C", "C", "C", "N", "O", "O", "N", "O", "O", "H", "H", "H"], "positions_angstrom": [[0.88877, 0.27828, 0.29335], [-0.92128, 6.86296, 1.91869], [0.12016, 5.49890, 1.43676], [0.09785, 4.32425, 2.11581], [0.85023, 3.20598, 1.73262], [0.65053, 1.89619, 2.14235], [-0.12634, 1.59477, 3.17651], [-0.82332, 2.31039, 3.86570], [-0.11283, 0.06134, 3.56708], [-0.89437, -0.35073, 4.54820], [-0.77252, -1.67737, 4.97006], [0.09007, -2.49902, 4.29573], [0.83208, -1.99197, 3.21515], [0.73751, -0.68950, 2.80918], [1.71651, 3.35016, 0.61993], [1.71609, 4.55228, -0.05988], [0.94340, 5.63042, 0.33455], [1.09162, 7.09688, -0.66113], [2.30595, 2.14165, 0.17661], [3.56709, 2.11053, -0.25977], [4.37408, 3.02650, -0.46227], [3.91063, 0.66966, -0.69120], [5.10069, 0.47189, -1.35243], [5.55627, -0.79381, -1.58233], [4.67706, -1.82136, -1.29563], [3.50335, -1.55053, -0.64939], [3.15617, -0.33172, -0.29736], [-0.57468, 4.19677, 2.92897], [-1.51733, 0.41829, 5.01183], [-1.29202, -2.09268, 5.84666], [0.23135, -3.48497, 4.71567], [1.47335, -2.55143, 2.61373], [2.43458, 4.74906, -0.92945], [5.71786, 1.32693, -1.49584], [6.56711, -1.01183, -1.89033], [4.99536, -2.82695, -1.40781], [2.97197, -2.43262, -0.31092], [3.66796, -0.10384, -6.49366], [2.95185, -0.10334, -5.30591], [2.57883, -1.29664, -4.69455], [3.03899, -2.47176, -5.19763], [1.79505, -1.29087, -3.57109], [1.77026, -2.46189, -2.97986], [1.32776, -0.15294, -2.90172], [0.54259, -0.14802, -1.87170], [1.73303, 1.05879, -3.57670], [1.24163, 2.20174, -3.12649], [2.51035, 1.07098, -4.69570], [2.91676, 2.18123, -5.30954], [-4.42210, 1.83552, -0.81999], [-2.94177, 2.16587, -1.16017], [-2.56502, 1.59746, -2.56462], [-2.80983, 3.67227, -1.11171], [-2.21335, 1.67528, -0.05728], [-0.78824, 1.87156, -0.23653], [-5.10274, 2.36394, -1.51376], [-4.69672, 2.21877, 0.16659], [-4.65196, 0.74726, -0.88543], [-3.19011, 2.07391, -3.29167], [-2.80446, 0.52911, -2.60239], [-1.50575, 1.59055, -2.77883], [-3.62419, 4.20598, -1.63050], [-1.97762, 4.06783, -1.71499], [-2.65577, 4.07890, -0.09804], [-2.32440, 0.69028, 0.08133], [-0.52163, 2.72717, 0.18683], [-0.58359, 2.00642, -1.26387], [-1.27464, -0.89004, 0.57435], [-0.74627, -2.00673, 0.57688], [0.48510, -2.22424, 0.29433], [-1.52016, -3.22529, 0.94318], [-2.80969, -3.05500, 1.46476], [-3.49117, -4.26099, 1.76804], [-2.99500, -5.51516, 1.37672], [-1.82560, -5.59562, 0.74557], [-1.00450, -4.48096, 0.58748], [-1.17712, -6.92776, 0.60702], [0.06260, -6.96436, 0.45497], [-1.89199, -7.91030, 0.52631], [-4.69841, -4.08942, 2.61777], [-5.31307, -5.14407, 2.81721], [-4.95756, -3.03116, 3.10928], [-3.22869, -2.07707, 1.74884], [-3.51724, -6.37833, 1.67965], [-0.03542, -4.49262, 0.13783]], "forces_ev_per_angstrom": [[-0.15, -0.38, 1.12], [0.49, -0.79, -0.10], [-0.10, 1.87, -0.66], [-0.22, -1.07, 0.77], [-0.28, 0.31, -0.71], [0.42, -0.66, 0.23], [0.22, -1.51, -0.02], [-0.73, 0.86, 0.94], [2.44, 2.57, -4.06], [-1.51, -0.95, 2.55], [-0.57, 0.36, 0.50], [0.87, -0.08, -0.21], [-1.22, 2.21, 0.39], [-0.90, -1.76, 1.52], [-0.31, -0.57, 0.20], [2.01, 0.76, -1.62], [0.27, 0.43, -0.62], [-0.31, -0.59, 0.70], [-0.05, 0.37, 0.02], [-0.50, 0.02, -1.16], [-0.36, -0.70, 0.43], [0.93, 1.42, 0.23], [0.64, 0.45, 0.27], [-0.32, -0.53, -0.11], [0.91, 0.12, 0.09], [0.50, -1.46, 0.16], [-1.49, -0.01, 0.32], [-0.42, 0.01, 0.46], [0.10, -0.43, -0.02], [0.04, 0.44, -0.51], [0.20, -0.24, -0.50], [0.92, -1.19, -0.64], [-1.22, -0.68, 1.32], [0.26, 0.60, -0.25], [0.04, 0.13, -0.35], [0.01, -0.82, -0.25], [-0.75, 0.48, 0.05], [-0.79, 0.19, 1.59], [-0.04, -0.95, -0.35], [0.98, 0.76, -1.73], [-0.32, 0.57, 0.38], [0.77, 0.42, 0.53], [-0.97, -1.79, 1.12], [0.12, 1.17, -1.57], [0.51, 0.16, 0.34], [-0.76, -1.41, 0.74], [-0.20, 0.97, 0.50], [1.21, -0.71, -1.44], [-0.35, 0.87, 0.17], [-0.42, -0.12, -0.71], [-1.89, 0.47, -0.65], [-0.52, -1.00, 1.42], [0.45, 1.81, -1.07], [2.07, -0.43, 0.89], [-0.47, -0.49, -2.28], [0.36, -0.36, 0.04], [0.30, -0.20, 0.04], [0.26, 0.64, 0.14], [0.07, 0.48, -0.69], [-0.22, 0.00, 0.16], [0.23, 0.64, -0.35], [-0.22, -0.39, 0.53], [0.33, -0.45, 0.28], [-0.39, -0.34, -0.30], [-0.17, -0.54, -0.05], [-0.07, 1.02, 0.52], [-0.21, -0.23, 1.26], [-0.17, 0.80, 0.20], [2.42, -1.35, -0.45], [-0.88, 1.08, 0.33], [-0.97, -0.05, -0.84], [0.01, -1.75, 0.71], [0.86, 2.04, -0.54], [-2.59, 1.22, 1.52], [3.30, 0.14, 0.20], [-1.14, 0.98, 0.04], [1.48, -0.59, -1.68], [-2.21, 0.32, 0.61], [0.11, 0.52, 0.47], [0.05, -2.99, -0.28], [0.09, 1.00, -0.04], [-0.09, 0.72, -0.02], [0.41, -0.60, -0.28], [-0.58, -0.92, 0.15], [0.41, -0.28, -0.04]], "lowdin_spin": [1.00, 0.00, 0.00, 0.00, 0.00, 0.00, 0.00, 0.00, 0.00, 0.00, 0.00, 0.00, 0.00, 0.00, 0.00, 0.00, 0.00, 0.00, 0.00, 0.00, 0.00, 0.00, 0.00, 0.00, 0.00, 0.00, 0.00, 0.00, 0.00, 0.00, 0.00, 0.00, 0.00, 0.00, 0.00, 0.00, 0.00, 0.00, 0.00, 0.00, 0.00, 0.00, 0.00, 0.00, 0.00, 0.00, 0.00, 0.00, 0.00, 0.00, 0.00, 0.00, 0.00, 0.00, 0.00, 0.00, 0.00, 0.00, 0.00, 0.00, 0.00, 0.00, 0.00, 0.00, 0.00, 0.00, 0.00, 0.00, 0.00, 0.00, 0.00, 0.00, 0.00, 0.00, 0.00, 0.00, 0.00, 0.00, 0.00, 0.00, 0.00, 0.00, 0.00, 0.00, 0.00], "charge": -1, "spin_multiplicity": 2, "orbital_gap_ev": [5.8, 5.8], "energy_ha": -5042.4666}